No. 1
The following is a quantum chemistry calculation of C53H76N8ORbS as an isolated structure, from OMol25.

Element x y z (Å)
Rb1 0.403 -0.004 0.083
C1 2.505 -0.550 -3.320
C2 3.371 -0.589 -2.193
C3 3.013 -1.763 -1.436
C4 1.956 -2.390 -2.158
C5 1.652 -1.663 -3.321
C6 0.766 -2.101 -4.475
C7 -0.373 -3.003 -3.999
C8 0.154 -0.890 -5.185
C9 1.609 -2.882 -5.499
C10 3.617 -2.490 -0.221
C11 4.146 -1.589 0.905
C12 2.553 -3.386 0.445
C13 4.759 -3.422 -0.670
C14 4.469 0.468 -2.031
C15 4.170 1.443 -0.890
C16 5.862 -0.157 -1.839
C17 4.570 1.337 -3.293
H1 2.527 0.204 -4.099
H2 1.518 -3.348 -1.903
H3 -1.003 -2.474 -3.282
H4 0.014 -3.908 -3.515
H5 -0.994 -3.317 -4.850
H6 -0.421 -0.286 -4.477
H7 -0.515 -1.213 -5.994
H8 0.930 -0.253 -5.622
H9 2.058 -3.756 -5.019
H10 2.420 -2.254 -5.879
H11 0.998 -3.223 -6.350
H12 3.368 -0.905 1.258
H13 5.017 -1.005 0.610
H14 4.440 -2.206 1.760
H15 1.665 -2.814 0.726
H16 2.958 -3.832 1.360
H17 2.241 -4.202 -0.212
H18 5.574 -2.860 -1.130
H19 4.379 -4.125 -1.416
H20 5.163 -3.993 0.178
H21 4.034 0.920 0.051
H22 3.245 1.983 -1.110
H23 4.976 2.186 -0.767
H24 5.950 -0.710 -0.905
H25 6.636 0.621 -1.842
H26 6.068 -0.853 -2.657
H27 3.642 1.883 -3.478
H28 4.793 0.728 -4.173
H29 5.375 2.069 -3.166
C18 -5.074 -1.433 -2.534
N1 -4.232 -2.238 -1.677
C19 -4.519 -3.666 -1.647
C20 -3.390 -4.195 -0.782
N2 -2.338 -3.260 -1.112
C21 -1.034 -3.370 -0.493
C22 -2.861 -2.044 -1.491
N3 -2.130 -0.997 -1.557
C23 -2.585 0.288 -2.053
C24 -1.369 1.230 -2.217
N4 -1.292 2.310 -1.244
C25 -2.148 3.245 -1.145
N5 -2.019 4.255 -0.197
C26 -1.139 4.062 0.938
C27 -3.304 4.882 0.025
C28 -3.966 4.696 -1.330
N6 -3.347 3.475 -1.831
C29 -3.466 3.277 -3.260
H30 -6.111 -1.702 -2.334
H31 -4.880 -1.603 -3.601
H32 -4.960 -0.376 -2.319
H33 -4.472 -4.097 -2.655
H34 -5.509 -3.854 -1.231
H35 -3.104 -5.215 -1.036
H36 -3.649 -4.153 0.284
H37 -0.708 -4.409 -0.564
H38 -1.044 -3.065 0.562
H39 -0.312 -2.753 -1.031
H40 -3.285 0.761 -1.355
H41 -3.083 0.195 -3.022
H42 -1.306 1.609 -3.240
H43 -0.480 0.621 -2.066
H44 -0.185 3.676 0.593
H45 -1.553 3.349 1.659
H46 -0.982 5.032 1.417
H47 -3.185 5.933 0.288
H48 -3.868 4.384 0.825
H49 -3.751 5.544 -1.991
H50 -5.046 4.578 -1.260
H51 -4.503 3.455 -3.542
H52 -3.215 2.264 -3.551
H53 -2.833 3.972 -3.828
O1 -2.285 1.358 2.597
H54 -1.533 0.906 3.002
H55 -2.820 0.612 2.284
N7 1.352 1.893 2.290
S1 2.834 2.325 2.060
C30 3.900 1.646 3.346
C31 5.101 1.065 2.969
C32 5.895 0.457 3.936
C33 5.473 0.422 5.257
C34 4.259 0.996 5.621
C35 3.468 1.610 4.663
C36 3.056 4.063 2.510
C37 1.950 4.792 2.898
C38 2.100 6.138 3.221
C39 3.347 6.738 3.136
C40 4.450 5.998 2.724
C41 4.307 4.657 2.406
H56 1.011 2.059 3.237
H57 5.400 1.067 1.926
H58 6.827 -0.012 3.650
H59 6.082 -0.073 6.004
H60 3.923 0.950 6.649
H61 2.512 2.045 4.939
H62 0.978 4.308 2.930
H63 1.239 6.717 3.531
H64 3.462 7.787 3.385
H65 5.423 6.471 2.652
H66 5.164 4.069 2.087
C42 2.321 -3.240 4.909
C43 1.079 -3.873 4.900
C44 0.010 -3.358 4.180
C45 0.132 -2.169 3.418
C46 1.403 -1.556 3.438
C47 2.466 -2.076 4.160
N8 -0.850 -1.646 2.610
C48 -2.174 -1.759 2.906
C49 -2.736 -1.910 4.204
C50 -4.107 -1.912 4.406
C51 -5.007 -1.773 3.348
C52 -4.483 -1.624 2.067
C53 -3.113 -1.621 1.848
H67 3.153 -3.650 5.470
H68 0.945 -4.794 5.459
H69 -0.937 -3.885 4.173
H70 1.534 -0.653 2.857
H71 3.426 -1.566 4.135
H72 -2.069 -2.001 5.053
H73 -4.488 -2.013 5.417
H74 -6.076 -1.773 3.520
H75 -5.152 -1.509 1.219
H76 -2.721 -1.485 0.847

The energy relative to the best compared isomer or geometry (same formula, charge and spin) is 54.0 kJ/mol. As for the net charge: -1. The multiplicity is 1.

***

No. 2
The following is a quantum chemistry calculation of a 14-piece molecular cluster, C53H94O26 overall, from OMol25.

Element x y z (Å)
C1 -7.662 -5.552 -0.309
O1 -7.195 -6.691 0.424
C2 -7.320 -7.870 -0.057
O2 -7.624 -8.227 -1.227
O3 -7.048 -8.675 0.938
C3 -7.112 -10.055 0.876
H1 -6.967 -5.128 -1.034
H2 -7.753 -4.735 0.407
H3 -8.617 -5.824 -0.758
H4 -7.317 -10.461 1.867
H5 -6.179 -10.471 0.495
H6 -7.842 -10.400 0.144
C4 9.759 2.785 1.104
O4 8.985 2.319 2.154
C5 7.636 2.411 2.207
O5 7.085 2.209 3.213
O6 7.139 2.838 1.014
C6 5.713 2.853 0.793
H7 9.477 2.398 0.125
H8 10.802 2.502 1.247
H9 9.714 3.874 1.066
H10 5.301 2.001 0.252
H11 5.366 3.654 0.141
H12 5.118 2.956 1.701
C7 -2.564 -2.118 8.939
O7 -3.082 -2.494 7.738
C8 -2.578 -3.459 6.991
O8 -1.697 -4.241 7.264
O9 -3.228 -3.365 5.874
C9 -3.030 -4.473 4.930
H13 -3.410 -1.801 9.549
H14 -1.808 -1.339 8.835
H15 -2.120 -2.984 9.430
H16 -2.039 -4.923 4.992
H17 -3.075 -4.066 3.920
H18 -3.777 -5.251 5.085
C10 0.753 -8.013 -1.692
C11 0.183 -6.977 -2.677
C12 -1.266 -6.757 -2.289
O10 -1.515 -7.707 -1.338
C13 -0.281 -8.055 -0.608
H19 1.724 -7.659 -1.346
H20 0.941 -8.936 -2.239
H21 0.139 -7.334 -3.706
H22 0.840 -6.112 -2.772
H23 -2.002 -6.850 -3.087
H24 -1.484 -5.752 -1.927
H25 -0.376 -9.026 -0.121
H26 -0.056 -7.353 0.195
C14 -0.249 8.765 1.367
C15 -0.158 9.816 2.400
C16 1.324 9.825 2.797
O11 1.919 8.661 2.304
C17 0.961 7.821 1.567
H27 -0.236 9.239 0.386
H28 -1.220 8.271 1.396
H29 -0.738 9.517 3.273
H30 -0.588 10.725 1.978
H31 1.372 9.912 3.883
H32 1.772 10.709 2.343
H33 0.615 6.884 2.004
H34 1.283 7.534 0.566
C18 1.146 -2.962 -8.444
C19 1.948 -1.823 -7.902
C20 2.544 -1.243 -9.207
O12 3.024 -2.447 -9.820
C21 2.169 -3.533 -9.472
H35 0.191 -2.688 -8.891
H36 0.884 -3.713 -7.698
H37 2.717 -2.139 -7.198
H38 1.323 -1.100 -7.379
H39 3.319 -0.540 -8.899
H40 1.882 -0.771 -9.933
H41 2.763 -4.309 -8.990
H42 1.644 -3.846 -10.374
C22 1.349 4.159 8.356
C23 -0.093 4.113 7.918
C24 0.059 3.433 6.521
O13 1.395 3.636 6.076
C25 2.036 4.474 7.030
H43 1.796 3.241 8.739
H44 1.503 4.944 9.096
H45 -0.474 5.129 7.816
H46 -0.628 3.474 8.620
H47 -0.659 3.925 5.865
H48 -0.085 2.357 6.619
H49 1.966 5.535 6.790
H50 3.096 4.230 7.103
C26 -1.500 -0.052 -0.798
C27 -1.011 -0.124 -2.251
C28 -0.901 1.353 -2.653
O14 -0.636 1.998 -1.420
C29 -1.419 1.393 -0.386
H51 -1.003 -0.730 -0.105
H52 -2.545 -0.360 -0.827
H53 -1.538 -0.771 -2.953
H54 0.053 -0.352 -2.326
H55 -1.809 1.811 -3.045
H56 -0.118 1.556 -3.384
H57 -2.388 1.891 -0.348
H58 -1.029 1.544 0.621
O15 5.590 3.771 -5.301
C30 6.730 3.346 -5.558
O16 7.640 3.989 -6.259
C31 8.945 3.361 -6.310
C32 8.839 2.149 -5.420
C33 7.381 2.012 -5.176
H59 9.701 4.049 -5.932
H60 9.167 2.955 -7.297
H61 9.401 2.219 -4.488
H62 9.373 1.295 -5.837
H63 7.240 1.776 -4.121
H64 6.906 1.236 -5.776
O17 -3.332 6.288 -5.850
C34 -3.766 7.166 -5.084
O18 -4.914 7.838 -5.291
C35 -5.472 8.404 -4.123
C36 -4.653 7.801 -3.012
C37 -3.314 7.457 -3.682
H65 -6.533 8.167 -4.048
H66 -5.495 9.494 -4.107
H67 -5.115 6.905 -2.597
H68 -4.386 8.523 -2.240
H69 -2.936 6.485 -3.364
H70 -2.575 8.256 -3.638
O19 -7.294 1.917 -2.362
C38 -7.542 1.449 -3.465
O20 -6.942 0.347 -3.900
C39 -7.378 -0.016 -5.212
C40 -8.580 0.910 -5.407
C41 -8.462 2.070 -4.489
H71 -7.588 -1.082 -5.309
H72 -6.544 0.188 -5.883
H73 -9.567 0.457 -5.309
H74 -8.530 1.341 -6.406
H75 -9.355 2.369 -3.942
H76 -7.925 2.929 -4.892
O21 4.012 -5.923 3.983
C42 4.242 -4.814 4.446
O22 5.353 -4.471 5.083
C43 5.452 -3.077 5.343
C44 4.033 -2.541 5.154
C45 3.482 -3.562 4.103
H77 6.175 -2.693 4.623
H78 5.899 -2.894 6.320
H79 4.027 -1.541 4.719
H80 3.482 -2.577 6.093
H81 3.632 -3.159 3.102
H82 2.401 -3.656 4.207
O23 5.785 -3.396 -1.703
C46 6.897 -3.855 -1.563
O24 8.061 -3.187 -1.816
C47 9.198 -3.984 -1.375
C48 8.561 -4.964 -0.394
C49 7.203 -5.242 -1.014
H83 9.962 -3.337 -0.946
H84 9.649 -4.515 -2.213
H85 8.477 -4.612 0.634
H86 9.266 -5.773 -0.203
H87 6.402 -5.520 -0.328
H88 7.382 -6.024 -1.751
O25 -7.499 0.480 7.728
C50 -7.517 0.589 6.496
O26 -6.764 1.509 5.799
C51 -6.972 1.405 4.411
C52 -8.300 0.626 4.259
C53 -8.359 -0.248 5.497
H89 -6.074 0.966 3.977
H90 -7.195 2.359 3.932
H91 -8.274 0.000 3.367
H92 -9.145 1.313 4.313
H93 -7.960 -1.261 5.452
H94 -9.372 -0.276 5.898

As for the net charge: 0. The multiplicity is 1.

***

No. 3
The following is a quantum chemistry calculation of a 13-piece molecular cluster, C54H104N8O5 overall, from OMol25.

Element x y z (Å)
C1 -3.971 -5.486 19.604
C2 -3.270 -6.793 19.129
C3 -4.511 -7.700 18.981
O1 -5.667 -6.962 19.505
C4 -5.460 -5.587 19.250
H1 -3.497 -4.642 19.103
H2 -3.857 -5.334 20.677
H3 -2.556 -7.105 19.892
H4 -2.735 -6.740 18.181
H5 -4.524 -8.658 19.502
H6 -4.780 -7.893 17.942
H7 -6.023 -4.965 19.946
H8 -5.618 -5.324 18.204
C5 -2.269 -7.137 22.644
C6 -1.894 -6.654 24.003
C7 -2.606 -7.546 24.953
O2 -3.842 -7.710 24.279
C8 -3.555 -7.915 22.905
H9 -1.462 -7.721 22.202
H10 -2.465 -6.291 21.985
H11 -2.172 -5.609 24.142
H12 -0.824 -6.732 24.194
H13 -2.723 -7.151 25.962
H14 -2.067 -8.466 25.180
H15 -4.258 -7.499 22.183
H16 -3.387 -8.951 22.611
C9 -5.332 -14.456 18.441
C10 -6.622 -14.574 19.264
C11 -7.604 -13.917 18.379
O3 -6.738 -12.925 17.635
C12 -5.343 -13.108 17.864
H17 -5.273 -15.226 17.672
H18 -4.449 -14.560 19.072
H19 -6.391 -13.972 20.142
H20 -6.907 -15.550 19.659
H21 -8.331 -13.496 19.075
H22 -8.107 -14.580 17.675
H23 -4.964 -12.388 18.589
H24 -4.743 -12.958 16.966
C13 -1.405 -11.851 18.396
C14 -1.544 -12.447 19.780
C15 -2.356 -11.406 20.531
O4 -1.954 -10.161 19.878
C16 -1.740 -10.345 18.507
H25 -2.013 -12.371 17.655
H26 -0.407 -11.995 17.981
H27 -0.567 -12.523 20.258
H28 -2.007 -13.431 19.843
H29 -2.172 -11.434 21.605
H30 -3.437 -11.515 20.445
H31 -0.854 -9.740 18.315
H32 -2.584 -9.923 17.960
C17 -6.858 -10.632 20.396
C18 -8.013 -9.743 20.164
C19 -8.661 -9.583 21.573
O5 -7.628 -9.892 22.474
C20 -6.385 -10.152 21.769
H33 -6.074 -10.492 19.652
H34 -7.221 -11.659 20.430
H35 -8.702 -10.214 19.463
H36 -7.736 -8.795 19.701
H37 -9.568 -10.184 21.643
H38 -8.934 -8.530 21.645
H39 -5.665 -10.800 22.269
H40 -5.843 -9.210 21.683
C21 -8.714 -6.010 23.093
C22 -7.201 -6.250 22.827
C23 -6.295 -5.436 23.850
C24 -6.150 -4.016 23.668
N1 -6.061 -2.872 23.550
H41 -8.858 -4.941 22.936
H42 -8.937 -6.182 24.146
H43 -9.275 -6.589 22.359
H44 -6.908 -6.046 21.797
H45 -6.888 -7.274 23.030
H46 -5.274 -5.788 23.703
H47 -6.572 -5.621 24.888
C25 -4.452 -9.185 15.063
C26 -5.929 -8.825 15.250
C27 -6.579 -9.724 16.315
C28 -8.052 -9.666 16.400
N2 -9.211 -9.657 16.471
H48 -4.236 -10.231 14.848
H49 -3.984 -8.857 15.991
H50 -4.103 -8.564 14.238
H51 -6.385 -8.987 14.273
H52 -5.997 -7.768 15.509
H53 -6.201 -9.527 17.318
H54 -6.239 -10.741 16.122
C29 -3.408 -11.175 26.531
C30 -3.144 -11.477 25.046
C31 -2.263 -12.745 24.888
C32 -2.881 -13.916 25.495
N3 -3.426 -14.794 25.988
H55 -2.445 -10.982 27.004
H56 -4.003 -12.007 26.910
H57 -3.984 -10.270 26.721
H58 -2.714 -10.594 24.575
H59 -4.145 -11.523 24.617
H60 -1.323 -12.698 25.439
H61 -2.059 -12.990 23.846
C33 -8.420 -13.922 22.740
C34 -7.626 -13.293 23.894
C35 -6.241 -13.937 24.151
C36 -5.261 -13.608 23.063
N4 -4.531 -13.282 22.224
H62 -8.857 -14.885 23.004
H63 -7.813 -14.192 21.876
H64 -9.207 -13.268 22.364
H65 -8.133 -13.348 24.857
H66 -7.547 -12.233 23.652
H67 -6.291 -15.020 24.256
H68 -5.853 -13.524 25.083
C37 -6.277 -7.913 27.799
C38 -7.455 -8.046 26.892
C39 -7.240 -9.093 25.711
C40 -6.916 -10.478 26.128
N5 -6.757 -11.546 26.423
H69 -5.306 -7.876 27.305
H70 -6.205 -8.843 28.363
H71 -6.349 -7.160 28.584
H72 -7.715 -7.091 26.435
H73 -8.347 -8.341 27.445
H74 -6.384 -8.730 25.143
H75 -8.069 -9.279 25.028
C41 -11.282 -6.390 17.051
C42 -10.529 -5.931 18.324
C43 -9.050 -6.324 18.345
C44 -8.257 -6.048 17.160
N6 -7.651 -5.822 16.219
H76 -11.003 -5.879 16.130
H77 -12.355 -6.249 17.183
H78 -11.131 -7.453 16.863
H79 -11.051 -6.289 19.212
H80 -10.625 -4.847 18.393
H81 -8.853 -7.358 18.629
H82 -8.622 -5.758 19.172
C45 -11.801 -10.434 26.242
C46 -10.781 -9.724 25.344
C47 -11.462 -8.977 24.181
C48 -12.352 -7.915 24.703
N7 -12.988 -7.049 25.084
H83 -11.287 -11.031 26.996
H84 -12.338 -11.122 25.590
H85 -12.481 -9.672 26.621
H86 -10.174 -10.511 24.896
H87 -10.107 -9.138 25.969
H88 -12.139 -9.619 23.618
H89 -10.770 -8.467 23.511
C49 -11.863 -13.810 17.459
C50 -11.409 -12.404 17.915
N8 -11.948 -12.058 19.229
C51 -11.873 -10.571 19.431
C52 -12.761 -9.760 18.490
C53 -11.241 -12.776 20.288
C54 -11.855 -12.600 21.716
H90 -12.951 -13.878 17.475
H91 -11.431 -14.643 18.013
H92 -11.538 -13.892 16.422
H93 -10.337 -12.213 17.964
H94 -11.754 -11.694 17.163
H95 -12.112 -10.273 20.452
H96 -10.849 -10.223 19.292
H97 -12.787 -8.714 18.796
H98 -12.324 -9.707 17.493
H99 -13.774 -10.133 18.338
H100 -10.217 -12.415 20.194
H101 -11.199 -13.826 19.999
H102 -11.560 -13.428 22.360
H103 -12.942 -12.557 21.646
H104 -11.520 -11.650 22.134

As for the net charge: 0. The multiplicity is 1.

***

no.,largest force on an atom (eV Å⁻¹),highest occupied orbital energy (eV),orbital gap (Eh)
1,0.59,-3.37,0.197
2,5.25,-9.44,0.349
3,4.58,-8.47,0.326